{"formula": "C26H29N5O3S2", "method": "ωB97M-V/def2-TZVPD", "species": ["C", "C", "C", "C", "C", "C", "C", "C", "C", "C", "C", "C", "N", "N", "C", "S", "C", "C", "O", "N", "C", "C", "C", "C", "S", "O", "O", "N", "C", "C", "C", "C", "C", "C", "C", "N", "H", "H", "H", "H", "H", "H", "H", "H", "H", "H", "H", "H", "H", "H", "H", "H", "H", "H", "H", "H", "H", "H", "H", "H", "H", "H", "H", "H", "H"], "positions_angstrom": [[-8.6901, -1.4201, 2.2874], [-7.3787, -1.1782, 1.6085], [-6.3447, -0.5394, 2.2903], [-5.1231, -0.2477, 1.7074], [-4.0351, 0.2715, 2.5956], [-4.9463, -0.5606, 0.3510], [-5.9082, -1.3680, -0.3020], [-7.1257, -1.6329, 0.3330], [-5.6045, -1.9928, -1.5540], [-4.3960, -1.8589, -2.1466], [-3.9623, -2.5748, -3.3790], [-3.5184, -0.8905, -1.5842], [-2.4373, -0.3870, -2.1263], [-2.0609, 0.6509, -1.3836], [-2.8944, 0.7895, -0.3771], [-2.8622, 2.2048, 0.6402], [-1.8126, 3.3202, -0.3528], [-0.3229, 3.1445, -0.0612], [0.2816, 3.9360, 0.6265], [0.1864, 2.0425, -0.6608], [1.4885, 1.5576, -0.6289], [1.7321, 0.3487, -1.2869], [3.0034, -0.1898, -1.2973], [4.0301, 0.4763, -0.6539], [5.6807, -0.2050, -0.6393], [5.6693, -1.4494, -1.3642], [6.6186, 0.7980, -1.0522], [5.8822, -0.4196, 1.0144], [7.2436, -0.3223, 1.4989], [8.0239, -1.6156, 1.2687], [7.2858, -2.7838, 1.9188], [5.8722, -2.8728, 1.3483], [5.1452, -1.5428, 1.5518], [3.8038, 1.6745, -0.0038], [2.5348, 2.2217, 0.0136], [-3.8430, -0.2016, -0.4179], [-8.5431, -1.9777, 3.2111], [-9.3647, -1.9793, 1.6449], [-9.1591, -0.4712, 2.5439], [-6.4891, -0.2808, 3.3293], [-4.1011, 1.3506, 2.7200], [-4.1368, -0.1804, 3.5804], [-3.0497, 0.0258, 2.2096], [-7.8611, -2.2251, -0.1911], [-6.3557, -2.6363, -1.9867], [-3.5364, -1.8668, -4.0864], [-4.7971, -3.1001, -3.8342], [-3.1822, -3.2936, -3.1311], [-2.0440, 3.1521, -1.4033], [-2.1146, 4.3205, -0.0434], [-0.4953, 1.4507, -1.1604], [0.9181, -0.1555, -1.7871], [3.2216, -1.1191, -1.7997], [7.7025, 0.5098, 0.9642], [7.2008, -0.0853, 2.5679], [8.1013, -1.7859, 0.1931], [9.0298, -1.5170, 1.6801], [7.8219, -3.7170, 1.7367], [7.2367, -2.6269, 3.0002], [5.9232, -3.0756, 0.2780], [5.3100, -3.6735, 1.8323], [4.1726, -1.5542, 1.0550], [4.9895, -1.3546, 2.6205], [4.6318, 2.1679, 0.4785], [2.3426, 3.1549, 0.5166]], "forces_ev_per_a": [[0.002, 0.007, 0.025], [0.094, -0.018, -0.032], [-0.017, -0.041, -0.268], [-0.063, -0.015, -0.047], [-0.004, 0.095, 0.060], [-1.002, -0.259, 0.325], [0.028, 0.365, 0.420], [0.212, 0.116, 0.082], [0.574, -0.045, -0.473], [-0.726, -0.276, 0.097], [0.014, 0.052, 0.006], [0.327, 0.328, 0.246], [-0.396, -0.897, -0.711], [-0.148, 0.315, 0.584], [0.182, 0.298, -0.046], [0.038, 0.384, 0.194], [-0.202, -0.196, 0.098], [-0.336, -0.070, -0.185], [0.116, 0.242, 0.191], [-0.033, -0.252, -0.287], [0.326, -0.053, 0.088], [0.034, 0.131, 0.065], [0.057, -0.087, -0.059], [0.532, -0.352, -0.019], [-0.429, 0.264, 0.311], [-0.233, 0.012, 0.121], [0.071, 0.165, 0.185], [-0.156, 0.373, -0.965], [0.674, 0.122, -0.227], [-0.091, 0.053, 0.298], [0.006, -0.045, -0.271], [0.014, 0.066, 0.207], [-0.373, -0.543, -0.039], [-0.064, 0.010, -0.051], [0.079, 0.120, 0.075], [0.828, -0.060, -0.641], [-0.062, -0.044, 0.065], [-0.085, -0.035, 0.003], [-0.095, 0.018, 0.027], [0.015, 0.026, 0.155], [0.067, -0.011, 0.089], [0.028, -0.032, 0.018], [0.102, 0.008, 0.073], [-0.096, -0.076, -0.065], [-0.059, -0.114, -0.074], [0.028, -0.018, -0.108], [-0.032, -0.040, -0.034], [0.065, -0.057, -0.048], [-0.001, 0.093, -0.008], [0.088, -0.074, -0.036], [0.135, 0.293, 0.172], [-0.076, -0.076, -0.062], [-0.056, -0.117, -0.069], [0.107, 0.001, 0.237], [-0.038, 0.019, -0.065], [0.111, -0.014, -0.040], [0.044, 0.020, -0.056], [0.006, -0.011, 0.091], [0.044, -0.041, 0.077], [-0.040, -0.102, 0.061], [-0.041, -0.018, -0.023], [-0.095, -0.085, 0.211], [-0.051, 0.026, -0.077], [0.041, 0.148, 0.122], [0.012, 0.002, 0.004]], "lowdin_charge": [-0.04, -0.26, 0.00, -0.19, -0.09, -0.08, -0.13, 0.01, 0.03, -0.20, -0.03, -0.23, 0.10, -0.02, -0.55, 1.04, -0.34, -0.53, 0.07, 0.12, -0.20, 0.00, -0.05, -0.29, 0.68, -0.29, -0.28, -0.24, -0.20, -0.18, -0.20, -0.18, -0.20, -0.04, 0.01, 0.10, 0.08, 0.08, 0.09, 0.13, 0.05, 0.09, 0.06, 0.12, 0.12, 0.08, 0.08, 0.09, 0.09, 0.08, 0.08, 0.11, 0.11, 0.11, 0.13, 0.12, 0.11, 0.11, 0.11, 0.10, 0.11, 0.12, 0.13, 0.12, 0.10], "max_force_ev_per_a": 1.211, "lumo_energy_ev": -0.047, "homo_ev": -8.344, "gap_ev": 8.2972, "spin_multiplicity": 1}


{"formula": "C26H30B2F4I2N8S2Ti", "method": "ωB97M-V/def2-TZVPD", "species": ["Ti", "C", "N", "C", "C", "C", "C", "C", "C", "N", "C", "C", "C", "C", "C", "C", "N", "C", "C", "C", "C", "C", "N", "H", "H", "H", "H", "H", "H", "H", "H", "H", "H", "H", "H", "H", "H", "H", "H", "H", "H", "C", "N", "C", "C", "N", "B", "N", "C", "C", "N", "C", "C", "S", "C", "S", "H", "H", "H", "H", "H", "H", "H", "H", "H", "H", "H", "H", "F", "B", "F", "F", "F", "I", "I"], "positions_angstrom": [[0.0045, -0.6154, 0.0724], [-2.5484, 1.0605, -0.6836], [-2.1898, -0.3462, -0.3940], [-3.0098, -0.8884, 0.7284], [-2.2541, -1.7749, 1.6809], [-2.9509, -2.5942, 2.5479], [-2.2571, -3.3423, 3.4857], [-0.8770, -3.2487, 3.5225], [-0.2430, -2.4220, 2.6183], [-0.9104, -1.6957, 1.7067], [-2.4163, -1.1241, -1.6472], [-1.8345, -2.4920, -1.5048], [-2.3512, -3.6308, -2.0914], [-1.6583, -4.8234, -1.9415], [-0.4783, -4.8396, -1.2137], [-0.0331, -3.6613, -0.6453], [-0.7086, -2.5177, -0.7872], [-1.3680, 1.7939, -1.2313], [-1.5078, 3.0100, -1.8689], [-0.3745, 3.6704, -2.3167], [0.8584, 3.0643, -2.1509], [0.9203, 1.8378, -1.5249], [-0.1687, 1.2204, -1.0378], [-3.3821, 1.0980, -1.3908], [-2.8645, 1.5334, 0.2420], [-3.8789, -1.4173, 0.3291], [-3.3763, -0.0402, 1.3068], [-4.0303, -2.6341, 2.4903], [-2.7883, -3.9858, 4.1736], [-0.2861, -3.8066, 4.2343], [0.8348, -2.3447, 2.6194], [-3.4826, -1.1500, -1.8885], [-1.9014, -0.5991, -2.4577], [-3.2679, -3.5784, -2.6620], [-2.0357, -5.7318, -2.3916], [0.0985, -5.7430, -1.0781], [0.8838, -3.6218, -0.0680], [-2.4949, 3.4269, -2.0171], [-0.4590, 4.6280, -2.8121], [1.7677, 3.5184, -2.5167], [1.8535, 1.3081, -1.4337], [4.2864, -1.0484, -0.9487], [3.9299, 0.2617, -0.4057], [4.5193, 1.4459, -0.7805], [3.9794, 2.4161, -0.0005], [3.0630, 1.8332, 0.8379], [2.3135, 2.5669, 2.0189], [0.9579, 3.2133, 1.5125], [0.8570, 4.5673, 1.2814], [-0.4486, 4.9133, 1.3123], [-1.1543, 3.7559, 1.5537], [-2.5703, 3.7481, 1.8978], [-0.2817, 2.7281, 1.6731], [-0.7448, 1.0858, 2.0065], [3.0429, 0.5245, 0.5749], [2.0588, -0.6341, 1.4090], [4.6260, -0.9078, -1.9714], [3.4128, -1.6896, -0.9377], [5.0836, -1.4884, -0.3523], [5.2856, 1.4821, -1.5342], [4.1986, 3.4672, 0.0532], [2.0637, 1.7711, 2.8714], [3.0198, 3.4759, 2.3580], [1.7321, 5.1781, 1.1562], [-0.9341, 5.8681, 1.2192], [-3.0715, 4.5256, 1.3263], [-2.6956, 3.9378, 2.9629], [-3.0038, 2.7793, 1.6715], [1.1731, -0.9460, -1.3070], [1.4336, -1.1859, -3.5505], [0.1327, -1.3190, -3.7642], [1.9953, 0.0020, -3.6760], [2.1816, -2.2567, -3.3907], [3.3264, -3.9600, 1.4930], [3.3984, -6.6116, 1.4267]], "forces_ev_per_a": [[0.413, 0.589, 0.119], [-0.017, -0.082, 0.053], [-0.097, -0.313, 0.004], [-0.012, 0.115, -0.145], [0.057, -0.068, -0.017], [-0.012, 0.032, 0.006], [-0.025, 0.006, -0.020], [0.042, 0.009, 0.005], [0.020, 0.003, -0.001], [-0.209, -0.192, 0.151], [-0.047, 0.077, 0.060], [0.038, -0.036, -0.020], [0.036, 0.057, -0.005], [-0.021, -0.046, -0.017], [0.056, 0.066, 0.054], [-0.007, -0.031, -0.044], [0.055, 0.131, 0.098], [0.027, 0.040, 0.034], [0.015, -0.015, -0.035], [-0.052, -0.005, -0.006], [0.063, -0.016, -0.005], [-0.008, -0.052, -0.023], [-0.145, 0.075, -0.230], [-0.022, 0.039, 0.047], [0.061, -0.018, -0.067], [0.006, -0.005, 0.042], [-0.011, -0.058, 0.026], [-0.010, -0.013, 0.011], [0.001, -0.005, 0.007], [-0.004, -0.002, 0.002], [-0.027, -0.016, 0.016], [0.023, -0.034, 0.020], [-0.008, -0.042, -0.020], [-0.008, -0.019, -0.009], [-0.003, 0.001, -0.004], [-0.021, -0.027, -0.019], [0.003, -0.005, 0.011], [-0.012, 0.007, -0.001], [0.006, 0.012, -0.005], [0.005, 0.000, -0.002], [0.044, 0.012, 0.028], [0.000, 0.118, 0.058], [-0.051, 0.047, -0.122], [0.022, -0.027, 0.058], [-0.006, -0.022, 0.030], [-0.013, 0.034, 0.097], [0.001, -0.022, -0.145], [0.077, 0.044, 0.218], [-0.060, 0.024, -0.035], [0.092, 0.004, -0.014], [-0.122, 0.010, 0.076], [0.053, -0.021, -0.033], [-0.040, -0.160, -0.102], [0.168, 0.031, -0.231], [0.012, -0.171, -0.113], [-0.195, -0.299, 0.081], [-0.009, -0.044, -0.003], [-0.007, -0.035, -0.002], [-0.006, -0.021, -0.010], [0.004, 0.013, -0.019], [0.013, 0.017, -0.003], [0.005, 0.022, 0.007], [-0.032, -0.019, -0.034], [0.014, 0.021, 0.012], [-0.009, 0.016, -0.002], [-0.023, -0.020, 0.011], [-0.013, 0.024, -0.014], [0.017, 0.036, 0.058], [-0.068, 0.277, 0.018], [0.108, -0.147, -0.062], [-0.157, 0.044, 0.060], [0.028, 0.116, 0.015], [0.012, -0.053, 0.026], [-0.020, 0.028, 0.023], [0.010, -0.038, 0.000]], "lowdin_charge": [0.89, -0.12, -0.22, -0.10, -0.26, 0.02, 0.00, 0.00, -0.13, -0.08, -0.08, -0.24, 0.03, 0.00, 0.01, -0.08, 0.01, -0.25, 0.02, 0.00, 0.00, -0.09, 0.01, 0.15, 0.08, 0.15, 0.12, 0.13, 0.13, 0.13, 0.01, 0.15, 0.14, 0.13, 0.13, 0.12, 0.04, 0.14, 0.13, 0.13, 0.09, -0.01, -0.09, -0.01, -0.03, 0.01, -0.38, 0.02, -0.04, -0.02, -0.11, 0.00, -0.63, 0.80, -0.64, 0.68, 0.11, 0.04, 0.10, 0.14, 0.14, 0.06, 0.09, 0.13, 0.14, 0.10, 0.11, 0.05, -0.35, -0.94, 0.26, 0.27, 0.28, 0.16, 0.11], "max_force_ev_per_a": 0.729, "total_charge": 2, "lumo_energy_ev": -6.575, "homo_ev": -13.392, "gap_ev": 6.8170, "spin_multiplicity": 1}


{"formula": "C26H30BrNO4Pd", "method": "ωB97M-V/def2-TZVPD", "species": ["Pd", "C", "O", "C", "C", "C", "C", "C", "C", "O", "C", "O", "C", "H", "H", "H", "H", "H", "H", "H", "H", "H", "Br", "C", "C", "C", "N", "C", "C", "H", "H", "H", "H", "C", "C", "C", "C", "C", "C", "C", "C", "C", "C", "C", "C", "O", "H", "H", "H", "H", "H", "H", "H", "H", "H", "H", "H", "H", "H", "H", "H", "H", "H"], "positions_angstrom": [[-0.9887, -1.3603, -1.0183], [0.1021, -1.5350, 5.6203], [1.4157, -1.4507, 5.1248], [1.5727, -1.6476, 3.7659], [2.8715, -1.4299, 3.2810], [3.0825, -1.5864, 1.9284], [2.0843, -1.9722, 1.0270], [2.4268, -2.1750, -0.3868], [3.7105, -1.5271, -0.9056], [1.7732, -2.8557, -1.1586], [0.7410, -2.1672, 1.5134], [-0.2633, -2.4358, 0.7955], [0.5509, -2.0068, 2.9304], [0.1607, -1.2981, 6.6826], [-0.3139, -2.5402, 5.4963], [-0.5621, -0.8218, 5.1227], [3.6579, -1.1263, 3.9589], [4.0832, -1.4071, 1.5519], [4.5862, -2.0590, -0.5217], [3.7840, -0.4811, -0.6076], [3.7026, -1.6032, -1.9905], [-0.4651, -2.1392, 3.2752], [-5.9187, -1.6688, 0.7532], [-4.4984, -1.5448, -0.5358], [-4.4069, -0.3672, -1.3187], [-3.3682, -0.3039, -2.2106], [-2.4898, -1.3027, -2.4739], [-2.5561, -2.4298, -1.6497], [-3.6087, -2.5528, -0.6623], [-5.0942, 0.4562, -1.1954], [-3.2275, 0.6007, -2.7979], [-2.1932, -3.3591, -2.0898], [-3.6551, -3.4405, -0.0461], [2.3343, 1.0908, -3.1292], [0.9210, 1.5580, -3.4789], [0.0934, 0.3882, -4.0101], [0.2567, 2.2783, -2.3209], [-0.1694, 3.5844, -2.5174], [-0.7490, 4.3405, -1.5086], [-0.8695, 3.7559, -0.2522], [-0.4636, 2.4571, 0.0058], [-0.5818, 1.9310, 1.4250], [-1.6535, 0.8497, 1.5826], [0.7635, 1.4684, 1.9881], [0.0862, 1.6437, -1.0452], [0.4415, 0.4212, -0.8390], [2.8170, 0.6344, -4.0003], [2.2781, 0.3578, -2.3277], [2.9513, 1.9271, -2.7879], [1.0068, 2.2981, -4.2868], [-0.0051, -0.3935, -3.2579], [0.5666, -0.0453, -4.8988], [-0.9159, 0.7076, -4.2794], [-0.0350, 4.0240, -3.5045], [-1.0792, 5.3576, -1.6894], [-1.2910, 4.3344, 0.5677], [-0.9076, 2.7872, 2.0331], [-1.4168, -0.0476, 1.0084], [-2.6268, 1.2115, 1.2402], [-1.7481, 0.5573, 2.6348], [1.1445, 0.6225, 1.4180], [0.6575, 1.1603, 3.0329], [1.4981, 2.2777, 1.9395]], "forces_ev_per_a": [[0.013, -0.003, 0.021], [0.006, 0.002, 0.024], [0.003, 0.005, -0.046], [0.012, -0.005, 0.080], [0.028, 0.004, -0.042], [0.016, 0.014, 0.053], [-0.051, -0.018, -0.029], [-0.028, -0.029, -0.016], [0.002, -0.031, -0.011], [0.060, 0.033, 0.010], [0.048, 0.048, -0.039], [-0.006, -0.026, -0.010], [-0.036, -0.026, 0.033], [-0.016, -0.002, -0.003], [-0.002, 0.004, -0.002], [0.005, -0.002, 0.001], [0.001, 0.000, 0.004], [-0.009, -0.003, -0.004], [-0.004, 0.009, 0.003], [-0.011, 0.005, 0.004], [-0.002, 0.005, -0.003], [-0.001, 0.000, -0.011], [0.020, -0.001, -0.009], [0.019, -0.032, -0.011], [0.012, -0.036, 0.004], [-0.051, 0.111, 0.028], [0.023, -0.074, -0.085], [-0.024, 0.007, -0.019], [-0.084, 0.017, 0.050], [-0.002, 0.003, 0.003], [0.037, -0.005, 0.016], [0.025, 0.017, 0.006], [-0.008, 0.005, 0.005], [0.016, 0.018, 0.017], [-0.029, -0.007, 0.008], [0.002, -0.012, -0.018], [0.007, 0.038, 0.004], [0.025, -0.035, -0.061], [-0.023, 0.051, 0.033], [-0.009, 0.021, -0.011], [0.053, -0.068, -0.009], [-0.045, 0.006, -0.010], [-0.054, -0.010, 0.011], [-0.004, -0.006, 0.000], [-0.092, 0.079, 0.047], [0.059, -0.079, -0.031], [0.008, -0.013, 0.006], [-0.003, -0.019, 0.004], [-0.002, 0.007, -0.012], [-0.004, -0.002, 0.005], [0.001, -0.003, 0.006], [0.003, 0.004, -0.003], [0.002, 0.001, 0.000], [-0.001, 0.001, 0.005], [-0.001, -0.005, 0.006], [-0.002, -0.002, 0.000], [0.006, 0.004, -0.018], [0.053, 0.007, 0.017], [0.010, 0.014, -0.008], [0.012, 0.000, 0.000], [0.002, 0.011, 0.002], [0.012, -0.003, 0.007], [0.004, 0.006, -0.002]], "lowdin_charge": [0.72, -0.12, -0.11, -0.31, -0.06, -0.07, -0.12, -0.42, -0.05, 0.03, -0.39, -0.13, 0.02, 0.08, 0.09, 0.09, 0.09, 0.09, 0.07, 0.08, 0.07, 0.10, 0.60, -0.73, -0.19, -0.21, -0.08, -0.36, -0.16, 0.07, 0.09, 0.08, 0.09, -0.08, -0.38, -0.08, -0.15, -0.10, -0.15, -0.09, -0.14, -0.37, -0.06, -0.06, -0.33, -0.16, 0.07, 0.05, 0.08, 0.11, 0.04, 0.07, 0.07, 0.09, 0.07, 0.09, 0.11, 0.04, 0.07, 0.07, 0.06, 0.07, 0.08], "max_force_ev_per_a": 0.130, "total_charge": -2, "e_above_lowest_kcal_mol": 0.0, "lumo_energy_ev": 4.404, "homo_ev": -0.828, "gap_ev": 5.2327, "spin_multiplicity": 1}


Which formula does entry 1 have? C26H29N5O3S2